Computed, not measured: a structure of composition C42H55BClF10GdN6P2S at a distorted geometry, with wB97M-V/def2-TZVPD.

```
! RIJCOSX wB97M-V def2-TZVPD def2/J DEFGRID3
* xyz -2 8
Gd -0.1257 0.3404 0.7832
C -2.7390 3.3070 -3.8678
C -1.4681 3.6138 -3.0695
C -0.6196 4.6476 -3.8178
C -1.9138 4.2597 -1.7542
P -0.6189 1.9807 -2.5819
C 1.0572 2.6725 -2.2050
N 1.9928 1.7184 -1.6362
B 1.8071 0.4960 -0.8468
N 3.1652 -0.0390 -0.7605
C 3.5783 -1.4050 -0.4569
P 2.9875 -2.6039 -1.7789
C 4.5349 -2.7617 -2.8621
C 5.9011 -2.8086 -2.1423
C 4.4948 -1.5191 -3.7654
C 4.3764 -3.9759 -3.7852
C 2.7487 -4.2149 -0.8238
C 3.9928 -4.9522 -0.3292
C 1.9185 -5.1294 -1.7412
C 1.8706 -3.8928 0.3923
C 4.0696 0.8551 -1.3212
C 5.4566 0.8421 -1.3806
C 6.1147 1.9032 -2.0044
C 5.3991 2.9591 -2.5546
C 4.0044 2.9831 -2.4893
C 3.3467 1.9259 -1.8760
C -0.2771 0.9694 -4.1431
C 0.1227 1.7327 -5.4040
C -1.5247 0.1193 -4.4270
C 0.8685 0.0018 -3.7965
H -3.3684 4.2049 -3.8969
H -3.3197 2.5072 -3.3984
H -2.5276 3.0153 -4.8980
H -1.2547 5.5084 -4.0621
H -0.2003 4.2723 -4.7479
H 0.2003 5.0186 -3.1987
H -2.3937 5.2243 -1.9680
H -1.0901 4.4367 -1.0651
H -2.6287 3.6281 -1.2271
H 0.8968 3.5298 -1.5461
H 1.4954 3.0521 -3.1265
H 3.1809 -1.7162 0.5034
H 4.6628 -1.4330 -0.3808
H 6.3566 -1.8152 -2.1112
H 6.5948 -3.4641 -2.6814
H 5.8422 -3.1733 -1.1199
H 4.5731 -0.5919 -3.1954
H 3.5633 -1.4835 -4.3388
H 5.3357 -1.5500 -4.4717
H 4.5293 -4.9204 -3.2625
H 5.1197 -3.9153 -4.5899
H 3.3838 -3.9963 -4.2443
H 4.6503 -5.2746 -1.1388
H 3.6745 -5.8490 0.2180
H 4.5731 -4.3393 0.3663
H 2.4290 -5.3743 -2.6739
H 0.9647 -4.6533 -1.9876
H 1.7052 -6.0692 -1.2160
H 2.4633 -3.5140 1.2237
H 1.0786 -3.1735 0.1601
H 1.3786 -4.8087 0.7368
H 6.0278 0.0362 -0.9397
H 7.1975 1.9070 -2.0465
H 5.9263 3.7826 -3.0222
H 3.4571 3.8262 -2.8909
H -0.6794 2.3624 -5.7907
H 0.3693 1.0015 -6.1841
H 1.0110 2.3504 -5.2476
H -2.3960 0.7239 -4.6848
H -1.7724 -0.4998 -3.5591
H -1.3188 -0.5496 -5.2733
H 1.8242 0.5206 -3.6812
H 0.9717 -0.7210 -4.6163
H 0.6709 -0.5666 -2.8823
C -3.4645 -1.1143 -0.0820
N -2.8071 -0.1838 0.8427
C -2.8607 -0.7370 2.2057
C -2.0097 -1.9913 2.3914
N -0.5949 -1.6732 2.2672
C 0.2854 -2.1148 3.1602
C 0.1514 -3.1206 4.1525
F -0.9853 -3.8593 4.2396
C 1.1579 -3.4684 5.0330
F 0.9285 -4.4363 5.9408
C 2.3974 -2.8701 4.9977
F 3.3698 -3.2073 5.8733
C 2.6029 -1.9083 4.0255
F 3.8043 -1.3179 3.9206
C 1.5935 -1.5674 3.1664
F 1.8987 -0.6686 2.1958
C -3.5417 1.0788 0.7435
C -2.9615 2.2732 1.4566
N -1.5983 2.5425 1.0459
C -1.0162 3.6110 1.6121
C -1.5812 4.6542 2.3864
F -2.9193 4.7232 2.6164
C -0.8383 5.6731 2.9557
F -1.4700 6.6188 3.6766
C 0.5231 5.7656 2.7865
F 1.2328 6.7767 3.3288
C 1.1289 4.7923 2.0139
F 2.4545 4.8265 1.8201
C 0.3768 3.7906 1.4620
F 1.0342 2.8467 0.7493
H -4.5298 -1.2086 0.1859
H -3.0125 -2.0937 -0.0521
H -3.3797 -0.7455 -1.1026
H -3.9087 -0.9644 2.4632
H -2.4856 0.0160 2.8982
H -2.2981 -2.7595 1.6664
H -2.2703 -2.3726 3.3770
H -4.5693 0.9262 1.1109
H -3.6113 1.3108 -0.3222
H -3.0224 2.1318 2.5448
H -3.6431 3.0961 1.2118
Cl -0.0298 1.1981 3.3485
S -0.5979 -2.1122 -1.5199
C -1.6195 -3.4328 -1.5113
N -2.3345 -4.3546 -1.5104
*
```

Calculated total energy (hartree): -5292.375250
Molar mass (u): 1131.45
Gap between HOMO and LUMO (spin up / spin down) (eV): 6.06 / 6.10
E_HOMO (spin up / spin down) (Ha): -0.0796 / -0.0810
⟨S²⟩: 16.056

Atomic partial charges in e from the Mulliken method, atoms 1 to 4:
1. Gd 0.42
2. C -2.04
3. C 2.23
4. C -1.99